(1)
Below is a molecular structure, C37H38BaBr6N5O2, with properties calculated with ωB97M-V with the def2-TZVPD basis set.

Properties
- Max |F|: 3.802 eV/Å
- HOMO level: -2.9 eV
- Gap between HOMO and LUMO: 0.163 hartree
- Net charge: -1
- Relative energy (zero: lowest compared OMol25 entry of this formula, charge and spin): 303.81 kJ/mol
- Total energy: -17326.6076 Eh

Atoms and positions in Å:
Ba1 0.450 0.571 -0.058
C1 2.116 -3.045 -1.002
N1 2.514 -1.821 -0.329
C2 2.854 -2.051 1.085
C3 1.910 -2.898 1.933
C4 2.536 -3.982 2.619
C5 1.764 -4.643 3.568
C6 0.453 -4.187 3.868
C7 0.066 -3.020 3.272
N2 0.761 -2.397 2.300
C8 3.697 -1.230 -0.976
C9 4.059 0.200 -0.570
C10 5.357 0.644 -0.343
C11 5.728 1.970 -0.636
C12 4.684 2.928 -0.801
C13 3.417 2.443 -0.666
N3 3.067 1.143 -0.529
C14 0.664 -3.316 -0.744
C15 0.305 -4.651 -0.508
C16 -1.053 -4.927 -0.289
C17 -1.951 -3.926 -0.424
C18 -1.486 -2.611 -0.605
N4 -0.205 -2.326 -0.744
H1 2.693 -3.963 -0.599
H2 2.197 -3.092 -2.127
H3 2.912 -0.978 1.495
H4 3.854 -2.471 1.034
H5 3.531 -4.289 2.346
H6 2.135 -5.523 4.060
H7 -0.131 -4.727 4.656
H8 -0.878 -2.503 3.490
H9 3.581 -1.245 -2.056
H10 4.589 -1.864 -0.671
H11 6.103 -0.062 0.053
H12 6.788 2.246 -0.725
H13 4.814 3.984 -0.962
H14 2.587 3.158 -0.507
H15 0.956 -5.479 -0.485
H16 -1.253 -5.937 -0.081
H17 -3.021 -4.168 -0.399
H18 -2.193 -1.755 -0.427
Br1 2.338 6.661 4.540
C19 1.870 4.871 3.965
C20 2.559 3.777 4.563
Br2 3.800 4.090 5.954
C21 2.273 2.474 4.120
Br3 3.009 0.949 5.038
C22 1.470 2.194 2.952
O1 1.221 1.066 2.434
C23 1.055 3.386 2.151
O2 0.716 3.259 0.968
C24 1.010 4.601 2.924
Br4 0.000 6.024 2.258
Br5 1.842 0.505 -3.629
C25 2.002 2.497 -3.726
Br6 0.591 3.256 -2.550
H19 1.784 2.801 -4.751
H20 2.989 2.857 -3.352
C26 -2.349 -0.594 -5.193
C27 -2.822 0.152 -3.914
C28 -4.165 0.677 -4.031
C29 -4.854 1.264 -2.968
C30 -6.308 1.535 -3.100
C31 -4.264 1.389 -1.688
C32 -2.984 0.750 -1.538
C33 -2.309 0.110 -2.648
N5 -2.359 0.567 -0.311
C34 -3.012 1.003 0.907
C35 -4.314 0.148 1.062
C36 -3.109 2.552 0.950
C37 -2.087 0.617 2.105
H21 -1.305 -0.398 -5.333
H22 -2.954 -0.156 -6.013
H23 -2.553 -1.719 -5.085
H24 -4.567 0.497 -5.039
H25 -6.800 0.590 -3.285
H26 -6.538 2.055 -4.017
H27 -6.712 2.115 -2.238
H28 -4.802 1.992 -0.926
H29 -1.346 -0.444 -2.487
H30 -4.516 -0.066 2.151
H31 -4.235 -0.836 0.587
H32 -5.194 0.608 0.636
H33 -4.115 2.779 0.571
H34 -2.408 3.040 0.273
H35 -2.966 2.912 1.949
H36 -1.829 -0.457 2.008
H37 -2.569 0.633 3.124
H38 -1.155 1.216 2.115

=====

(2)
Below is a molecular structure, C2Li2O4, with properties calculated with ωB97M-V with the def2-TZVPD basis set.

Properties
- Max |F|: 1.422 eV/Å
- Spin multiplicity: 2
- HOMO level (spin up / spin down): -11.6 / -15.0 eV
- Gap between HOMO and LUMO (spin up / spin down): 0.282 / 0.400 hartree
- Net charge: +1
- Relative energy (zero: lowest compared OMol25 entry of this formula, charge and spin): 0.00 kJ/mol
- Total energy: -392.1138 Eh

Atoms and positions in Å:
O1 -0.603 -0.792 0.238
Li1 -2.020 -0.682 -1.030
C1 -0.024 -1.072 1.302
O2 1.088 -0.776 1.725
Li2 2.253 0.572 0.928
O3 -0.586 0.706 -2.022
O4 1.366 1.133 -0.845
C2 0.405 0.800 -1.416

=====

(3)
Below is a gas-phase ion, C5H4N (charge +1), with properties calculated with ωB97M-V with the def2-TZVPD basis set.

Properties
- Max |F|: 6.225 eV/Å
- Spin multiplicity: 3
- HOMO level (spin up / spin down): -12.6 / -16.2 eV
- Gap between HOMO and LUMO (spin up / spin down): 0.260 / 0.311 hartree
- Net charge: +1
- Relative energy (zero: lowest compared OMol25 entry of this formula, charge and spin): 470.31 kJ/mol
- Total energy: -247.0270 Eh

Atoms and positions in Å:
C1 -1.328 0.404 -0.055
C2 2.737 -0.647 -0.077
C3 -0.058 0.254 0.303
C4 1.634 0.101 -0.426
C5 -2.544 -0.022 -0.075
N1 2.807 0.663 -0.019
H1 -0.377 1.262 0.800
H2 3.428 -1.452 0.057
H3 -3.471 0.540 -0.107
H4 -2.827 -1.102 -0.400

=====

(4)
Below is a molecular structure, C16H34MgO14, with properties calculated with ωB97M-V with the def2-TZVPD basis set.

Properties
- Max |F|: 2.156 eV/Å
- HOMO level: -6.9 eV
- Gap between HOMO and LUMO: 0.259 hartree
- Net charge: 0
- Relative energy (zero: lowest compared OMol25 entry of this formula, charge and spin): 123.88 kJ/mol
- Total energy: -1883.5799 Eh

Atoms and positions in Å:
Mg1 0.761 0.119 0.078
C1 3.075 -1.528 -2.939
C2 2.228 -1.998 -1.781
O1 2.147 -1.119 -0.741
H1 4.141 -1.564 -2.675
H2 2.870 -0.478 -3.151
H3 3.038 -2.238 -3.772
H4 2.569 -2.987 -1.409
H5 1.271 -2.353 -2.249
C3 1.748 2.852 2.742
C4 2.392 2.675 1.359
O2 1.938 1.539 0.736
H6 2.200 3.666 3.326
H7 1.943 1.974 3.364
H8 0.687 3.072 2.616
H9 3.484 2.619 1.502
H10 2.133 3.566 0.759
C5 1.540 3.531 -2.210
O3 0.961 2.693 -3.226
C6 0.450 1.539 -2.856
O4 0.530 1.110 -1.736
O5 -0.118 0.964 -3.894
C7 -0.744 -0.300 -3.712
H11 0.742 4.090 -1.725
H12 2.268 4.111 -2.766
H13 2.047 2.956 -1.432
H14 -0.611 -0.879 -4.627
H15 -1.809 -0.092 -3.591
H16 -0.271 -0.896 -2.933
C8 -1.537 -3.544 -1.753
O6 -2.304 -2.845 -0.762
C9 -1.888 -1.649 -0.383
O7 -0.784 -1.226 -0.554
O8 -2.814 -1.013 0.310
C10 -4.137 -1.518 0.504
H17 -1.215 -4.508 -1.366
H18 -0.620 -3.007 -1.993
H19 -2.161 -3.658 -2.635
H20 -4.058 -2.299 1.261
H21 -4.593 -1.843 -0.428
H22 -4.705 -0.682 0.905
C11 -2.580 2.423 -1.267
O9 -2.839 2.348 0.121
C12 -1.907 1.883 0.948
O10 -0.905 1.292 0.646
O11 -2.317 2.132 2.173
C13 -1.645 1.490 3.251
H23 -2.631 3.454 -1.608
H24 -3.297 1.792 -1.790
H25 -1.588 2.057 -1.527
H26 -0.607 1.244 3.024
H27 -2.159 0.565 3.510
H28 -1.624 2.179 4.090
C14 -1.204 -2.722 2.955
O12 0.114 -2.470 3.330
C15 0.891 -1.591 2.683
O13 0.572 -0.978 1.706
O14 2.051 -1.605 3.253
C16 3.187 -1.058 2.536
H29 -1.830 -3.091 3.767
H30 -1.296 -3.427 2.126
H31 -1.712 -1.795 2.656
H32 3.074 -0.045 2.165
H33 3.493 -1.794 1.796
H34 3.966 -1.135 3.296

=====

(5)
Below is a gas-phase ion, C7H14BO5 (charge -1), with properties calculated with ωB97M-V with the def2-TZVPD basis set.

Properties
- Max |F|: 4.588 eV/Å
- HOMO level: -3.9 eV
- Gap between HOMO and LUMO: 0.255 hartree
- Net charge: -1
- Relative energy (zero: lowest compared OMol25 entry of this formula, charge and spin): 0.00 kJ/mol
- Total energy: -676.2668 Eh

Atoms and positions in Å:
O1 -3.237 2.100 -0.770
C1 -3.131 1.055 -1.240
O2 -2.209 0.162 -0.880
C2 -1.155 0.059 -1.858
C3 -0.115 1.171 -1.741
C4 1.331 0.710 -1.489
C5 1.500 -0.486 -0.552
C6 0.751 -0.405 0.748
C7 1.412 0.402 1.941
O3 1.372 -0.424 3.068
B1 0.365 -1.439 2.686
O4 0.211 -2.588 3.578
O5 0.762 -1.720 1.289
H1 -3.846 0.715 -2.006
H2 -0.748 -0.938 -1.808
H3 -1.640 0.141 -2.834
H4 -0.458 1.904 -1.030
H5 -0.110 1.690 -2.695
H6 1.850 1.547 -1.037
H7 1.789 0.477 -2.446
H8 1.224 -1.413 -1.041
H9 2.556 -0.577 -0.323
H10 -0.311 -0.185 0.679
H11 2.402 0.779 1.694
H12 0.710 1.217 2.169
H13 -0.757 -0.862 2.690
H14 -0.519 -3.093 3.210

=====

(6)
Below is 8 unconnected molecules or ions with the total composition C43H46O15, with properties calculated with ωB97M-V with the def2-TZVPD basis set.

Properties
- Max |F|: 10.703 eV/Å
- HOMO level: -7.7 eV
- Gap between HOMO and LUMO: 0.289 hartree
- Net charge: 0
- Relative energy (zero: lowest compared OMol25 entry of this formula, charge and spin): 174.54 kJ/mol
- Total energy: -2794.2719 Eh

Atoms and positions in Å:
O1 -5.629 3.700 1.632
C1 -5.505 2.568 2.416
C2 -4.866 2.718 3.663
C3 -4.654 1.618 4.464
C4 -4.880 0.330 3.948
O2 -4.551 -0.740 4.585
C5 -5.335 0.111 2.570
C6 -5.667 1.315 1.839
H1 -5.202 4.460 2.087
H2 -4.478 3.746 3.993
H3 -4.476 1.608 5.412
H4 -4.610 -1.599 4.333
H5 -5.506 -0.903 2.302
H6 -6.025 1.099 0.610
O3 3.366 -2.828 -2.930
C7 4.432 -3.394 -2.588
C8 5.185 -2.961 -1.532
C9 6.334 -3.631 -1.045
C10 6.747 -4.722 -1.831
O4 7.811 -5.435 -1.470
C11 6.031 -5.253 -2.936
C12 4.856 -4.558 -3.296
H7 3.271 -1.747 -2.633
H8 4.763 -1.991 -1.176
H9 7.017 -3.343 -0.180
H10 8.512 -4.883 -1.012
H11 6.384 -6.234 -3.171
H12 4.083 -4.999 -3.995
O5 -1.440 -4.218 -3.952
C13 -2.406 -3.421 -3.245
C14 -3.121 -4.032 -2.161
C15 -3.968 -3.303 -1.325
C16 -4.292 -2.011 -1.828
O6 -5.067 -1.163 -1.077
C17 -3.603 -1.338 -2.842
C18 -2.636 -2.100 -3.647
H13 -1.305 -5.014 -3.424
H14 -2.781 -5.078 -2.068
H15 -4.510 -3.720 -0.447
H16 -5.897 -1.703 -0.749
H17 -3.800 -0.231 -2.942
H18 -2.060 -1.644 -4.459
O7 -3.070 -0.354 6.902
C19 -1.775 0.015 6.763
C20 -0.988 -0.336 7.785
C21 0.484 0.013 7.661
C22 0.994 0.642 6.522
O8 2.263 1.038 6.461
C23 0.105 0.940 5.508
C24 -1.250 0.608 5.569
H19 -3.659 -0.218 6.198
H20 -1.057 -0.935 8.642
H21 1.120 -0.298 8.463
H22 2.938 0.356 6.710
H23 0.608 1.541 5.026
H24 -1.937 0.806 4.790
O9 1.292 -0.617 -1.685
C25 0.525 -0.087 -0.830
C26 1.144 0.842 0.090
C27 0.360 1.453 1.128
C28 -1.029 1.195 1.248
O10 -1.847 1.605 2.270
C29 -1.689 0.370 0.324
C30 -0.919 -0.222 -0.791
H25 1.018 -1.370 -2.088
H26 2.255 0.809 0.082
H27 0.948 2.154 1.780
H28 -2.761 1.405 2.202
H29 -2.714 -0.087 0.351
H30 -1.350 -1.156 -1.333
O11 4.911 2.278 -0.033
C31 5.008 1.603 -1.159
C32 6.272 0.952 -1.428
C33 6.499 0.336 -2.594
C34 5.547 0.141 -3.573
O12 5.837 -0.530 -4.766
C35 4.235 0.646 -3.289
C36 4.023 1.446 -2.148
H31 5.515 2.050 0.671
H32 7.167 0.806 -0.837
H33 7.492 -0.201 -2.757
H34 6.596 -1.118 -4.950
H35 3.487 0.471 -3.960
H36 2.962 1.793 -1.959
O13 -2.945 3.575 -2.923
C37 -2.267 2.626 -3.650
C38 -2.845 2.107 -4.902
C39 -2.238 1.365 -5.739
C40 -1.063 0.782 -5.318
O14 -0.557 -0.328 -5.982
C41 -0.372 1.138 -4.107
C42 -1.029 2.106 -3.295
H37 -2.659 3.972 -2.235
H38 -3.799 2.669 -5.293
H39 -2.663 1.137 -6.819
H40 0.144 -0.800 -5.724
H41 0.461 0.631 -3.934
H42 -0.550 2.398 -2.567
C43 -0.821 4.895 3.534
O15 -0.374 6.112 2.900
H43 0.069 4.297 3.936
H44 -1.340 4.365 2.757
H45 -1.594 5.213 4.295
H46 0.370 5.831 2.245

=====

(7)
Below is C4H5NO4S in the gas phase, with properties calculated with ωB97M-V with the def2-TZVPD basis set.

Properties
- Max |F|: 11.006 eV/Å
- HOMO level (spin up / spin down): -9.9 / -9.9 eV
- Gap between HOMO and LUMO (spin up / spin down): 0.294 / 0.293 hartree
- Net charge: 0
- Relative energy (zero: lowest compared OMol25 entry of this formula, charge and spin): 486.62 kJ/mol
- Total energy: -909.0684 Eh

Atoms and positions in Å:
O1 1.496 -3.607 1.454
N1 0.333 -3.305 1.616
O2 -0.531 -4.053 2.014
C1 -0.102 -2.073 1.234
C2 0.907 -0.965 0.517
C3 0.347 0.190 -0.108
C4 -1.202 0.043 -0.115
S1 -1.557 -1.097 1.229
O3 -1.259 -0.394 2.440
O4 -2.824 -1.747 1.115
H1 2.005 -1.072 0.601
H2 0.706 1.107 0.466
H3 0.645 0.099 -1.205
H4 -1.782 0.844 0.307
H5 -1.656 -0.431 -1.036

=====

(8)
Below is C2H4N4S in the gas phase, with properties calculated with ωB97M-V with the def2-TZVPD basis set.

Properties
- Max |F|: 4.301 eV/Å
- HOMO level (spin up / spin down): -8.3 / -8.2 eV
- Gap between HOMO and LUMO (spin up / spin down): 0.233 / 0.249 hartree
- Net charge: 0
- Relative energy (zero: lowest compared OMol25 entry of this formula, charge and spin): 424.19 kJ/mol
- Total energy: -695.6704 Eh

Atoms and positions in Å:
N1 -0.982 -1.940 -1.067
N2 -1.066 -0.591 -1.254
C1 -0.533 0.235 -0.408
N3 0.212 -0.157 0.595
C2 1.029 0.538 1.310
N4 0.999 1.858 1.261
S1 0.618 2.954 0.201
H1 -0.474 -2.111 -0.265
H2 -0.844 -2.342 -1.957
H3 -0.588 1.354 -0.456
H4 1.629 0.200 2.040

=====

(9)
Below is a molecular structure, BrF4NP2S, with properties calculated with ωB97M-V with the def2-TZVPD basis set.

Properties
- Max |F|: 5.098 eV/Å
- HOMO level: -10.2 eV
- Gap between HOMO and LUMO: 0.342 hartree
- Net charge: 0
- Relative energy (zero: lowest compared OMol25 entry of this formula, charge and spin): 0.00 kJ/mol
- Total energy: -4109.3256 Eh

Atoms and positions in Å:
N1 0.296 0.360 -0.720
F1 -1.748 1.352 0.995
F2 -1.818 1.282 -1.505
F3 2.061 0.926 0.856
F4 2.443 -0.721 -0.880
P1 -1.185 0.387 -0.395
P2 1.333 -0.344 0.291
S1 0.956 -1.855 1.392
Br1 -2.337 -1.386 -0.033

=====

(10)
Below is 2 unconnected molecules or ions with the total composition C4H8N2O, with properties calculated with ωB97M-V with the def2-TZVPD basis set.

Properties
- Max |F|: 0.726 eV/Å
- HOMO level: -9.6 eV
- Gap between HOMO and LUMO: 0.358 hartree
- Net charge: 0
- Relative energy (zero: lowest compared OMol25 entry of this formula, charge and spin): 251.03 kJ/mol
- Total energy: -341.9080 Eh

Atoms and positions in Å:
H1 -3.449 -0.933 1.180
N1 -3.116 -0.261 0.493
C1 -1.890 0.016 0.523
C2 -1.414 1.053 -0.402
N2 -0.270 1.553 -0.247
H2 -0.026 2.305 -0.888
H3 -1.143 -0.380 1.219
H4 -2.148 1.349 -1.160
C3 1.616 -1.240 -0.125
C4 2.326 0.078 -0.033
O1 3.151 0.368 0.789
H5 1.813 -1.859 0.748
H6 0.548 -1.069 -0.237
H7 1.958 -1.759 -1.019
H8 2.045 0.780 -0.840

=====

(11)
Below is a gas-phase ion, C14H22BrFNO5P2S (charge +1), with properties calculated with ωB97M-V with the def2-TZVPD basis set.

Properties
- Max |F|: 1.653 eV/Å
- HOMO level: -12.0 eV
- Gap between HOMO and LUMO: 0.271 hartree
- Net charge: +1
- Total energy: -4732.1903 Eh

Atoms and positions in Å:
C1 -0.100 -1.924 -4.554
C2 -0.151 -2.612 -3.214
O1 1.128 -2.499 -2.594
C3 1.086 -2.737 -1.202
C4 0.658 -1.498 -0.448
C5 1.523 -0.380 -0.468
S1 3.079 -0.566 -1.344
C6 1.177 0.829 0.146
P1 2.218 2.400 0.191
C7 1.127 3.521 -0.812
O2 3.534 2.288 -0.751
C8 -0.044 0.870 0.857
C9 -0.384 2.134 1.600
C10 -0.452 2.046 3.131
C11 0.705 1.243 3.687
O3 -0.259 3.401 3.560
N1 -0.880 -0.204 0.871
P2 -2.570 -0.334 1.649
O4 -3.078 1.189 1.727
Br1 -2.018 -0.880 3.734
C12 -0.543 -1.379 0.242
C13 -1.511 -2.541 0.290
C14 -2.692 -2.390 -0.626
O5 -3.468 -3.215 -0.873
F1 -2.778 -1.173 -1.188
H1 0.064 -0.857 -4.437
H2 0.698 -2.336 -5.160
H3 -1.046 -2.084 -5.063
H4 -0.412 -3.665 -3.332
H5 -0.921 -2.138 -2.602
H6 0.476 -3.617 -1.018
H7 2.096 -2.998 -0.911
H8 3.823 -0.885 -0.275
H9 0.779 4.291 -0.132
H10 1.744 4.029 -1.545
H11 0.287 3.016 -1.276
H12 3.321 2.159 -1.686
H13 0.349 2.907 1.445
H14 -1.308 2.535 1.189
H15 -1.428 1.748 3.494
H16 1.620 1.726 3.348
H17 0.732 0.212 3.344
H18 0.695 1.293 4.769
H19 -0.992 3.677 4.116
H20 -2.990 1.598 0.851
H21 -1.869 -2.744 1.293
H22 -1.027 -3.453 -0.021

=====

(12)
Below is 2 unconnected molecules or ions with the total composition C6H3N2O3, with properties calculated with ωB97M-V with the def2-TZVPD basis set.

Properties
- Max |F|: 7.049 eV/Å
- HOMO level: -15.1 eV
- Gap between HOMO and LUMO: 0.298 hartree
- Net charge: +1
- Relative energy (zero: lowest compared OMol25 entry of this formula, charge and spin): 0.00 kJ/mol
- Total energy: -565.3489 Eh

Atoms and positions in Å:
C1 -0.337 -1.740 0.321
C2 0.037 -0.184 -1.344
C3 0.968 -1.419 0.833
C4 1.122 0.371 -0.622
C5 -2.196 1.604 1.276
C6 1.766 1.442 -1.128
N1 -0.725 -1.156 -0.870
N2 1.607 -0.366 0.354
O1 -3.169 2.135 1.476
O2 2.016 2.485 -1.573
O3 -1.264 0.987 1.069
H1 -0.826 -2.586 0.688
H2 -0.449 0.336 -2.200
H3 1.449 -1.909 1.719